No. 1
{
  "formula": "C55H67ClN6O6PRbS3Si",
  "method": "ωB97M-V/def2-TZVPD",
  "charge": -2,
  "lumo_energy_ev": 3.262,
  "e_tot_ha": -5225.7852,
  "homo_ev": -0.916,
  "species": ["Rb", "Cl", "S", "S", "S", "P", "Si", "O", "O", "O", "O", "O", "O", "N", "N", "N", "N", "N", "N", "C", "C", "C", "C", "C", "C", "C", "C", "C", "C", "C", "C", "C", "C", "C", "C", "C", "C", "C", "C", "C", "C", "C", "C", "C", "C", "C", "C", "C", "C", "C", "C", "C", "C", "C", "C", "C", "C", "C", "C", "C", "C", "C", "C", "C", "C", "C", "C", "C", "C", "C", "C", "C", "C", "C", "H", "H", "H", "H", "H", "H", "H", "H", "H", "H", "H", "H", "H", "H", "H", "H", "H", "H", "H", "H", "H", "H", "H", "H", "H", "H", "H", "H", "H", "H", "H", "H", "H", "H", "H", "H", "H", "H", "H", "H", "H", "H", "H", "H", "H", "H", "H", "H", "H", "H", "H", "H", "H", "H", "H", "H", "H", "H", "H", "H", "H", "H", "H", "H", "H", "H", "H"],
  "coordinates": [[0.5931, -0.3627, 0.5914], [6.0072, 0.8325, 4.3897], [-1.2701, 1.3212, -3.6026], [-3.0591, 0.0286, 1.4052], [-0.7120, -3.5038, 1.9156], [-0.5764, -2.9820, -1.5481], [2.5975, 3.4986, 0.0205], [2.7663, -0.9330, -0.5795], [-0.7447, -2.0451, 1.7319], [4.9221, -0.7840, -1.0502], [7.6409, 0.7871, 1.9801], [-3.5384, -0.2721, 2.7563], [6.9810, 0.0242, 0.0134], [-2.3920, 3.7084, -3.4998], [3.3088, -0.6804, 2.1157], [1.4443, 2.7294, 0.9856], [0.1361, 2.2371, 2.7986], [-0.5084, 3.5660, -4.8665], [3.8049, -0.3110, 3.3019], [-3.0821, -1.3073, -2.1567], [2.9113, 2.4170, -1.5124], [-0.7544, -2.9743, -3.3828], [-2.5681, -4.5810, -0.3295], [-1.9066, -3.5031, -5.4415], [-3.4050, 3.1784, -2.6268], [-0.8654, -2.9577, -6.1707], [-1.2978, 1.5678, 4.6241], [-2.2181, 4.5196, 1.4148], [-4.8954, -4.0142, -0.2330], [4.3239, 3.8192, 0.8054], [5.4189, 0.0313, 1.8081], [5.0794, 0.1412, 3.1450], [-2.2977, -3.4462, -1.0895], [0.8686, -0.8459, 5.4333], [1.4430, -0.9962, 6.6843], [-2.4294, 5.1330, -3.6963], [-4.6431, 0.3645, 0.4765], [-3.3468, -2.5640, -1.3891], [-1.3959, 2.9235, -3.9836], [-1.8427, -3.5195, -4.0592], [3.0335, -0.5051, 4.4577], [0.8335, 3.0129, -4.8585], [0.2952, -2.4132, -4.1213], [3.6178, -0.6969, 5.7077], [4.2361, -0.4876, 1.2034], [-2.7081, 1.8088, 1.3962], [-0.4214, 2.5854, 3.9442], [-1.8570, 2.3496, 0.4534], [0.2907, -4.5753, -1.3964], [0.2237, -2.4204, -5.5080], [1.6489, -0.5835, 4.3238], [3.9313, -0.7622, -0.2581], [1.2216, 4.3784, 2.7498], [1.7923, -6.0473, -0.1945], [6.7762, 0.3236, 1.2542], [0.6261, 4.7243, 3.9285], [-0.2343, 3.8201, 4.5518], [1.5794, -7.0307, -1.1188], [0.3292, -3.8601, 3.4006], [1.4595, -1.7941, -3.4269], [1.4472, -3.7626, 0.6335], [0.1122, -5.5812, -2.3349], [2.8180, -0.9201, 6.8141], [-3.8536, -4.8615, 0.1012], [-1.6145, 3.7138, 0.4613], [1.1988, -4.7522, -0.3009], [-1.0134, 3.6886, -6.2229], [2.1148, 5.2225, -0.7434], [-3.0852, 3.9701, 2.3457], [0.9553, 3.1111, 2.1541], [-3.3385, 2.6108, 2.3290], [-4.6349, -2.8757, -0.9758], [-2.2761, -3.7285, 2.9652], [0.7449, -6.8050, -2.2186], [2.2553, -3.9363, 1.3327], [-2.0017, 5.5802, 1.4541], [-2.9835, -1.5104, -3.2239], [-0.1994, -0.9302, 5.3143], [-2.5021, 5.6380, -2.7286], [-0.7162, 4.0642, 5.4914], [-1.0207, 2.7172, -6.7353], [-0.3613, 4.3655, -6.7784], [-2.0257, 4.0919, -6.2184], [2.2531, -1.5474, -4.1296], [6.0473, -0.3703, -0.5082], [-0.8340, 1.2650, 5.5624], [-3.3030, 5.4189, -4.2969], [-3.2863, 3.5707, -1.6114], [1.8969, 5.0512, 2.2432], [1.2852, -2.7350, 0.3601], [3.7566, 1.7573, -1.3566], [-3.5486, 4.6001, 3.0923], [4.6885, -0.6768, 5.8228], [-3.8901, -0.5897, -2.0313], [2.4790, -6.2179, 0.6276], [4.8355, 2.8772, 0.9831], [1.8627, -2.4554, -2.6600], [4.2445, 4.3298, 1.7617], [0.6035, -7.5697, -2.9715], [3.2797, -1.0517, 7.7828], [2.0764, -7.9915, -1.0129], [-2.3580, -4.7559, 3.3061], [-5.9056, -4.2330, 0.0894], [-2.2426, -3.0432, 3.8034], [-3.3045, 2.0943, -2.5961], [-2.6553, -3.9646, -3.4990], [-1.3682, 1.7136, -0.2733], [0.8206, 5.6921, 4.3824], [1.1508, -0.8763, -2.9213], [2.0526, 1.7924, -1.7440], [-2.1354, -0.8648, -1.8319], [-4.0021, 2.1435, 3.0430], [-0.5492, -5.4144, -3.1760], [-1.4389, 0.6988, 3.9889], [-0.9031, -2.9529, -7.2533], [-4.3926, 3.4467, -3.0100], [1.3121, 5.1046, -1.4689], [-0.9277, 4.1336, -0.2590], [1.7675, 5.9190, 0.0155], [-2.7702, -3.9191, -5.9460], [1.1636, 2.9054, -3.8285], [-5.1373, -0.5830, 0.3008], [0.3043, -4.9346, 3.5514], [-3.1209, -3.4701, 2.3356], [-5.2695, 0.9962, 1.0943], [0.8792, 2.0339, -5.3484], [1.3380, -3.5333, 3.1927], [3.1370, 3.0340, -2.3798], [1.0360, -1.9912, -6.0811], [-0.0638, -3.3442, 4.2671], [-5.4549, -2.2214, -1.2468], [2.9502, 5.6916, -1.2596], [4.9580, 4.4177, 0.1571], [-1.7560, -5.2432, -0.0668], [0.8242, -1.1752, 7.5531], [1.4859, 3.7121, -5.3806], [-2.2714, 2.0001, 4.8494], [-1.5247, 5.4583, -4.2040], [-4.4141, 0.8622, -0.4582], [1.1957, -0.4402, 3.3552], [-4.0482, -5.7403, 0.7013]],
  "atomic_forces_ev_per_a": [[0.152, 1.794, -0.249], [0.022, 0.109, 0.198], [0.363, -0.390, 0.020], [-1.026, 1.368, -1.307], [-0.868, -2.139, 2.140], [-0.211, -0.548, -0.398], [0.536, 0.284, -0.686], [0.060, -0.199, -0.334], [-0.464, 0.764, 0.421], [0.628, 0.195, 0.031], [0.028, 0.041, 0.005], [-0.196, -0.644, 1.196], [-0.564, -0.273, -0.691], [0.621, -0.141, -0.341], [-0.805, -0.305, -0.481], [0.282, -0.089, -0.425], [-0.113, -0.423, 0.117], [0.011, 0.003, 0.153], [0.893, 0.263, -0.428], [-0.060, 0.026, -0.051], [-0.082, 0.339, 0.442], [-0.084, 0.094, -0.041], [-0.065, -0.116, -0.207], [-0.136, -0.095, -0.086], [-0.334, -0.184, 0.194], [-0.044, -0.001, -0.145], [0.118, 0.134, -0.054], [0.120, 0.136, -0.155], [-0.072, -0.075, 0.044], [-0.687, -0.193, -0.052], [-0.113, -0.098, 0.300], [0.155, 0.077, -0.509], [0.008, 0.179, 0.219], [0.043, -0.011, 0.019], [-0.035, -0.044, 0.074], [-0.055, 0.389, -0.129], [0.594, -0.468, 0.076], [-0.002, -0.041, 0.036], [-0.543, 0.052, 0.153], [0.108, 0.026, -0.019], [-0.577, -0.197, 0.583], [0.164, -0.095, 0.050], [-0.174, 0.042, -0.070], [0.087, -0.007, -0.115], [0.343, 0.202, 0.371], [0.158, -0.103, -0.144], [-0.178, 0.092, 0.354], [0.002, -0.194, -0.033], [0.118, 0.271, 0.084], [0.024, -0.010, -0.130], [0.141, 0.075, -0.082], [0.228, -0.062, 0.086], [0.053, 0.120, -0.005], [0.139, -0.178, 0.131], [0.211, 0.067, 0.147], [-0.110, -0.011, 0.194], [0.041, 0.275, 0.200], [0.032, -0.018, 0.044], [-0.241, 0.189, -0.682], [0.129, 0.036, 0.109], [0.653, 0.078, 0.076], [-0.089, -0.244, 0.036], [-0.013, 0.001, 0.043], [-0.133, -0.071, -0.011], [-0.058, 0.103, -0.045], [-0.057, 0.183, -0.083], [-0.125, 0.136, -0.029], [-0.092, -0.520, 0.431], [-0.033, -0.109, 0.063], [0.271, 0.004, -0.351], [-0.124, -0.061, 0.097], [-0.125, -0.027, -0.063], [0.425, 0.256, -0.477], [-0.158, -0.245, -0.346], [0.136, 0.048, 0.021], [0.060, -0.014, -0.056], [0.027, 0.093, 0.013], [-0.117, 0.027, -0.041], [-0.008, -0.024, -0.016], [-0.031, -0.076, -0.012], [-0.042, -0.030, 0.032], [-0.065, 0.017, -0.014], [-0.006, 0.020, -0.047], [0.065, 0.028, 0.011], [0.243, 0.118, 0.323], [-0.044, -0.049, 0.077], [0.053, 0.002, 0.054], [-0.029, 0.002, -0.121], [0.067, 0.123, -0.021], [0.221, -0.131, -0.089], [0.199, -0.239, 0.005], [-0.019, 0.027, 0.064], [-0.029, -0.044, -0.012], [0.002, 0.065, 0.044], [0.008, -0.013, 0.044], [0.081, -0.216, 0.059], [0.134, 0.064, 0.037], [-0.019, 0.114, 0.192], [-0.032, -0.033, -0.023], [0.053, -0.009, 0.053], [0.013, 0.044, 0.028], [0.020, -0.235, 0.010], [-0.041, -0.005, 0.017], [0.026, 0.170, 0.171], [-0.115, 0.144, 0.034], [-0.017, -0.007, 0.034], [0.037, 0.089, -0.083], [0.017, 0.004, -0.025], [0.102, 0.023, 0.038], [-0.190, -0.093, -0.039], [-0.121, 0.143, -0.059], [-0.019, -0.007, 0.131], [0.045, -0.049, -0.003], [-0.049, -0.096, -0.006], [0.008, 0.026, -0.029], [-0.057, 0.043, 0.028], [-0.211, -0.062, -0.149], [0.129, 0.030, -0.012], [-0.092, 0.168, 0.169], [-0.013, -0.044, -0.020], [0.141, -0.034, -0.067], [-0.001, -0.198, -0.049], [0.037, -0.211, -0.009], [-0.091, -0.009, -0.119], [0.086, 0.148, 0.271], [0.036, 0.000, 0.038], [0.114, 0.035, -0.039], [0.062, 0.128, -0.172], [0.075, 0.041, 0.013], [-0.169, 0.122, 0.111], [-0.011, 0.101, -0.012], [0.223, -0.053, -0.062], [0.064, 0.121, -0.205], [0.031, -0.067, -0.103], [-0.047, -0.036, 0.029], [0.068, 0.041, -0.008], [-0.108, -0.030, 0.059], [-0.065, 0.008, 0.089], [0.049, 0.055, -0.173], [-0.031, -0.017, 0.076], [0.041, -0.077, 0.035]]
}



No. 2
{
  "formula": "C5H14",
  "method": "ωB97M-V/def2-TZVPD",
  "de_lowest_kcal_mol": 26.01,
  "lumo_energy_ev": 1.176,
  "e_tot_ha": -198.8477,
  "homo_ev": -10.851,
  "species": ["C", "C", "C", "C", "C", "H", "H", "H", "H", "H", "H", "H", "H", "H", "H", "H", "H", "H", "H"],
  "coordinates": [[-1.2520, -1.2899, 1.6162], [-0.1026, 1.4321, -1.4411], [0.2270, -1.2144, 1.2716], [0.4769, 2.8270, -1.1401], [0.6314, -1.9744, 0.0380], [0.4663, -1.3927, -0.8990], [0.8019, -1.6108, 2.0880], [-1.5069, -1.1818, 2.6697], [-1.8739, -0.5347, 1.1389], [1.3004, 2.8757, -1.8316], [-0.2397, 3.6259, -1.2789], [1.6369, -2.3661, 0.1313], [-1.6150, -2.2870, 1.1584], [1.0316, 2.8354, -0.2091], [0.6635, -0.1771, 1.2422], [0.6710, 0.8771, -1.9522], [-1.0956, 1.3546, -1.8860], [-0.2117, 0.9468, -0.3616], [-0.0096, -2.7456, -0.3544]],
  "atomic_forces_ev_per_a": [[-0.877, -1.139, -1.233], [-0.156, -0.807, 3.788], [0.501, 0.925, 0.563], [0.345, -0.899, -0.950], [-0.319, 0.740, -1.992], [1.042, 0.505, 0.641], [0.097, -0.573, 0.619], [0.287, -0.421, 0.087], [0.181, 0.197, -0.383], [0.163, 0.996, -0.705], [0.178, 0.287, 0.240], [0.202, 0.101, -0.390], [0.244, 1.389, 1.241], [-0.593, 0.231, 0.556], [-0.783, -0.649, -0.241], [-0.302, -0.481, -0.320], [0.341, 0.266, -0.298], [-0.016, 0.486, -2.374], [-0.536, -1.153, 1.151]]
}